1.
C24H21Cl2N5Ti | the ωB97M-V functional and the def2-TZVPD basis

<S²>: 2.05
electronic energy: -2970.8290 Eh
energy relative to the best compared isomer or geometry (same formula, charge and spin): 0.0 kcal/mol

ORCA input file:
```
! wB97M-V def2-TZVPD RIJCOSX def2/J DEFGRID3
* xyz 0 3
Ti -0.29976 -0.43352 -0.18608
C 1.69033 0.55798 -2.51831
N 1.80731 -0.18275 -1.25953
C 2.15536 -1.59745 -1.46189
C 0.99581 -2.32719 -2.06222
C 1.11990 -3.27180 -3.05405
C -0.00280 -3.97107 -3.48992
C -1.22373 -3.67989 -2.88552
C -1.29441 -2.71413 -1.91072
N -0.20571 -2.00943 -1.49290
C 2.68561 0.47683 -0.27217
C 2.37429 -0.00942 1.10096
C 3.32799 -0.20743 2.06258
C 2.96253 -0.50597 3.37915
C 1.58044 -0.55129 3.65929
C 0.66401 -0.37489 2.66739
N 1.01215 -0.15272 1.34185
C 0.27664 0.99117 -2.83556
C -0.05991 1.39707 -4.11859
C -1.33838 1.86229 -4.36817
C -2.25378 1.90168 -3.32652
C -1.85894 1.45067 -2.08464
N -0.61750 1.00097 -1.83847
H 2.07451 -0.03160 -3.35489
H 2.30958 1.45798 -2.46376
H 2.36231 -2.01001 -0.46796
H 3.05830 -1.71497 -2.07362
H 2.09910 -3.46991 -3.47158
H 0.07456 -4.72062 -4.26445
H -2.12709 -4.20203 -3.16946
H -2.22274 -2.46325 -1.41666
H 2.45957 1.54775 -0.33715
H 3.74680 0.33670 -0.51350
H 4.37118 -0.10295 1.78575
H 3.70396 -0.66607 4.14736
H 1.22326 -0.73324 4.66423
H -0.39797 -0.42449 2.85936
H 0.67788 1.34629 -4.90896
H -1.61899 2.18432 -5.36236
H -3.26405 2.25402 -3.47590
H -2.53694 1.41154 -1.24311
Cl -4.31682 1.10299 0.62288
C -4.14313 -0.45667 1.38481
C -5.21917 -0.94842 2.09704
C -5.12371 -2.17665 2.73418
C -3.93995 -2.89220 2.64745
C -2.87510 -2.38125 1.92949
Cl -1.40542 -3.30900 1.85830
C -2.91549 -1.14086 1.25637
N -1.85240 -0.66548 0.57382
H -6.12624 -0.36198 2.15047
H -5.96040 -2.56899 3.29510
H -3.83107 -3.85007 3.13762
*
```

Let us look at the Löwdin charges, expressed in e, one per atom:
1 Ti 0.892
2 C -0.105
3 N -0.221
4 C -0.121
5 C -0.261
6 C -0.029
7 C -0.069
8 C -0.065
9 C -0.108
10 N -0.023
11 C -0.137
12 C -0.314
13 C -0.065
14 C -0.105
15 C -0.100
16 C -0.157
17 N -0.074
18 C -0.237
19 C -0.016
20 C -0.049
21 C -0.041
22 C -0.100
23 N 0.028
24 H 0.133
25 H 0.134
26 H 0.140
27 H 0.134
28 H 0.114
29 H 0.102
30 H 0.107
31 H 0.107
32 H 0.131
33 H 0.132
34 H 0.107
35 H 0.085
36 H 0.099
37 H 0.089
38 H 0.119
39 H 0.111
40 H 0.111
41 H 0.044
42 Cl 0.676
43 C -0.593
44 C -0.134
45 C -0.107
46 C -0.130
47 C -0.598
48 Cl 0.686
49 C -0.454
50 N -0.158
51 H 0.097
52 H 0.098
53 H 0.098



2.
C6H9NOS2 | the ωB97M-V functional and the def2-TZVPD basis

electronic energy: -1160.3320 Eh
energy relative to the best compared isomer or geometry (same formula, charge and spin): 24.1 kcal/mol

ORCA input file:
```
! wB97M-V def2-TZVPD RIJCOSX def2/J DEFGRID3
* xyz 0 1
C 2.04495 1.48788 -1.39979
C 0.44787 -0.67490 -1.31104
C -0.42607 -1.34980 -0.57533
C -1.68168 -0.84084 0.07281
C -1.58959 -0.88640 1.60165
C 0.44404 0.57084 2.20699
H 2.14730 2.55026 -1.64686
H 2.71567 0.89959 -2.02028
H 2.21890 1.33064 -0.30563
H 1.28802 -1.12899 -1.73745
H -0.21376 -2.40302 -0.41895
H -1.92246 0.18341 -0.23740
H -2.53788 -1.47786 -0.19438
H -1.39339 -1.90203 1.96226
H -2.53104 -0.55838 2.04458
N -0.54726 -0.06143 2.11500
O -0.55489 1.79244 -0.82341
S 0.32944 1.04579 -1.78912
S 1.76185 1.42279 2.45635
*
```

Let us look at the Löwdin charges, expressed in e, one per atom:
1 C -0.258
2 C -0.274
3 C -0.136
4 C -0.184
5 C -0.186
6 C -0.763
7 H 0.054
8 H 0.048
9 H 0.015
10 H 0.058
11 H 0.112
12 H 0.095
13 H 0.121
14 H 0.124
15 H 0.122
16 N 0.071
17 O -0.544
18 S 0.877
19 S 0.648



3.
C5H7NO2 | the ωB97M-V functional and the def2-TZVPD basis

SMILES: CNC(=O)/C=C\C=O
electronic energy: -399.7891 Eh
energy relative to the best compared isomer or geometry (same formula, charge and spin): 110.7 kcal/mol

ORCA input file:
```
! wB97M-V def2-TZVPD RIJCOSX def2/J DEFGRID3
* xyz 0 1
C 2.04246 -1.35826 0.08139
C 0.89292 0.67411 0.00750
C -0.45086 1.52821 0.16912
C -1.72528 0.96469 0.21596
C -2.25648 -0.40048 0.03315
H 2.27900 -0.90320 -0.83202
H 1.84786 -2.40505 -0.00173
H 2.72665 -1.37860 0.98415
H 0.07137 -1.34758 0.43870
H -0.58684 2.68865 -0.43569
H -2.52514 1.81807 0.10851
H -3.38612 -0.59777 -0.55790
N 0.78252 -0.71066 0.06063
O 2.05498 1.27088 -0.20839
O -1.67011 -1.43957 -0.18800
*
```

Let us look at the Löwdin charges, expressed in e, one per atom:
1 C -0.103
2 C -0.358
3 C 0.033
4 C -0.107
5 C -0.261
6 H 0.073
7 H 0.076
8 H 0.120
9 H 0.114
10 H 0.198
11 H 0.120
12 H 0.178
13 N -0.019
14 O -0.051
15 O -0.011



4.
C6H10N2 | the ωB97M-V functional and the def2-TZVPD basis

electronic energy: -343.9777 Eh
energy relative to the best compared isomer or geometry (same formula, charge and spin): 99.8 kcal/mol

ORCA input file:
```
! wB97M-V def2-TZVPD RIJCOSX def2/J DEFGRID3
* xyz 0 1
C 0.30688 -2.96633 -0.00297
C 0.64840 1.82068 -1.18273
C 0.31896 -1.50982 0.05525
C 0.51327 1.00522 0.09031
N 0.89718 1.71716 1.25297
C -2.01297 0.06394 0.22216
N -1.86400 -1.12641 0.24048
C 0.78080 -0.36618 0.04576
H 0.76910 1.19648 2.10998
H 0.49032 2.64026 1.31736
H -0.15743 -3.37903 0.89454
H 1.32279 -3.35764 -0.09214
H -0.28166 -3.30615 -0.85732
H 0.25110 1.26843 -2.03278
H 1.69977 2.05053 -1.36965
H 0.10454 2.76486 -1.09436
H -2.87978 0.71641 0.27273
H -0.90727 0.76759 0.13041
*
```

Let us look at the Löwdin charges, expressed in e, one per atom:
1 C -0.107
2 C -0.048
3 C -0.124
4 C -0.480
5 N 0.076
6 C -0.178
7 N 0.081
8 C -0.029
9 H 0.092
10 H 0.084
11 H 0.078
12 H 0.080
13 H 0.079
14 H 0.086
15 H 0.084
16 H 0.078
17 H 0.080
18 H 0.069



5.
C25H39N11P | the ωB97M-V functional and the def2-TZVPD basis

electronic energy: -1919.1747 Eh

ORCA input file:
```
! wB97M-V def2-TZVPD RIJCOSX def2/J DEFGRID3
* xyz 1 1
C -2.34049 2.72884 7.08048
C -2.29944 2.23953 5.98713
C -2.53921 1.46504 4.71711
N -1.31591 1.10827 3.98440
C -0.80384 -0.03096 4.24046
C -1.68604 -0.65714 5.33286
P -1.63351 -2.48998 5.64109
N -0.51571 -2.74919 6.72521
C -3.07114 0.05601 5.19061
C -4.20892 -0.58156 4.33463
C -5.51654 -0.55388 5.20098
C -6.71376 0.22362 4.64447
N -5.60915 -1.16259 6.30973
H -2.60022 3.01991 8.08982
H -3.22555 1.98817 4.03281
H -0.94333 1.73022 3.28277
H 0.08509 -0.43256 3.75020
H -1.23785 -0.22062 6.25510
H -1.35069 -3.20414 4.44263
H -2.89718 -2.87160 6.15391
H -0.93382 -3.17386 7.55126
H -3.43112 0.24994 6.21397
H -3.95425 -1.62692 4.09592
H -4.39252 0.01816 3.42530
H -6.63901 0.24733 3.54422
H -7.63756 -0.26464 4.98433
H -6.69554 1.26685 5.01241
H -4.71265 -1.61773 6.51075
C -1.88337 0.12960 -0.65990
C -1.72690 0.40012 0.75766
N -1.60281 0.61325 1.88315
H -0.93273 -0.12977 -1.12333
H -2.57143 -0.69877 -0.83270
H -2.27618 0.99863 -1.18756
C 2.40929 0.37224 -0.75723
C 1.46457 1.22081 -1.46901
N 0.71991 1.89128 -2.03186
H 2.85951 0.89730 0.08449
H 1.92536 -0.52408 -0.36211
H 3.21923 0.04878 -1.40663
C 4.48880 3.78727 -2.59027
C 4.64615 2.35859 -2.36162
N 4.77236 1.22966 -2.19468
H 5.34862 4.19747 -3.11953
H 3.60289 3.99615 -3.18967
H 4.38752 4.33009 -1.65043
C 3.55889 1.44082 -5.98517
C 4.77727 2.23215 -5.86857
N 5.73612 2.85556 -5.77090
H 3.44494 0.75820 -5.14402
H 2.67294 2.07589 -6.01306
H 3.55693 0.84022 -6.89384
C 0.72547 -1.08403 -3.86248
C 1.38125 -1.27744 -5.14760
N 1.89333 -1.43601 -6.16124
H 1.38717 -0.60478 -3.14578
H -0.16228 -0.45868 -3.95791
H 0.41155 -2.03573 -3.43162
C 2.65899 -4.99147 -6.92112
C 1.89710 -6.19412 -6.61289
N 1.29557 -7.14145 -6.36993
H 3.31899 -5.14599 -7.77568
H 2.00326 -4.15487 -7.16444
H 3.28303 -4.67835 -6.07760
C -3.39211 5.30130 2.98547
C -4.18715 4.08180 2.93059
N -4.82093 3.12458 2.88735
H -3.89046 6.12081 2.46853
H -3.22174 5.61616 4.01500
H -2.41781 5.16131 2.51712
C 6.72722 -3.32840 -6.95338
C 5.56008 -3.45934 -6.09289
N 4.63884 -3.56279 -5.41618
H 7.55480 -2.85347 -6.42728
H 7.07302 -4.30144 -7.30162
H 6.50480 -2.72359 -7.83217
*
```

Let us look at the Löwdin charges, expressed in e, one per atom:
1 C 0.153
2 C -0.063
3 C -0.213
4 N 0.036
5 C 0.016
6 C -0.321
7 P 0.735
8 N -0.317
9 C -0.240
10 C -0.080
11 C -0.403
12 C -0.038
13 N 0.144
14 H 0.063
15 H 0.101
16 H 0.143
17 H 0.160
18 H 0.136
19 H 0.013
20 H 0.017
21 H -0.032
22 H 0.134
23 H 0.108
24 H 0.102
25 H 0.073
26 H 0.084
27 H 0.086
28 H 0.025
29 C -0.038
30 C -0.143
31 N 0.169
32 H 0.057
33 H 0.098
34 H 0.101
35 C -0.094
36 C -0.314
37 N 0.152
38 H 0.088
39 H 0.082
40 H 0.036
41 C -0.064
42 C -0.256
43 N 0.149
44 H 0.082
45 H 0.084
46 H 0.083
47 C -0.084
48 C -0.282
49 N 0.137
50 H 0.053
51 H 0.085
52 H 0.076
53 C -0.065
54 C -0.256
55 N 0.160
56 H 0.038
57 H 0.083
58 H 0.089
59 C -0.104
60 C -0.284
61 N 0.113
62 H 0.081
63 H 0.065
64 H 0.003
65 C -0.054
66 C -0.260
67 N 0.148
68 H 0.092
69 H 0.088
70 H 0.084
71 C -0.056
72 C -0.237
73 N 0.136
74 H 0.086
75 H 0.087
76 H 0.086



6.
C12H15Br6NO5 | the ωB97M-V functional and the def2-TZVPD basis

<S²>: 0.77
electronic energy: -16341.1698 Eh

ORCA input file:
```
! wB97M-V def2-TZVPD RIJCOSX def2/J DEFGRID3
* xyz -1 2
C -11.78656 11.82881 11.48918
C -11.14570 12.30722 12.60386
C -11.21863 13.64314 12.98093
C -11.98197 14.53703 12.24339
C -12.68907 14.03065 11.17836
C -12.60615 12.70810 10.75813
N -11.98166 15.97335 12.55982
O -11.33395 16.35309 13.50208
O -12.60976 16.82392 11.85874
H -11.62549 10.79470 11.22260
H -10.48131 11.55840 13.00914
H -10.71871 13.97245 13.87983
H -13.33933 14.64342 10.57166
H -13.18146 12.46559 9.87688
C -9.88988 15.26652 8.72797
C -9.78330 15.80285 10.13101
O -8.50018 16.16407 10.39199
C -7.97903 16.15613 11.69197
O -8.57732 15.92306 12.76638
O -6.72537 16.53848 11.52517
C -5.78456 16.19157 12.49792
H -9.53456 15.92898 7.93866
H -10.91231 14.92574 8.56483
H -9.20231 14.43270 8.58616
H -10.04693 14.96116 10.77145
H -10.39579 16.68854 10.29982
H -5.75048 15.10217 12.50987
H -5.96239 16.61644 13.48582
H -4.81670 16.49076 12.09563
C -15.45088 14.74421 7.77658
Br -16.26076 16.47516 8.15218
Br -15.95023 13.37837 9.13182
Br -13.48651 14.80029 7.76753
H -15.67814 14.32791 6.79518
C -13.66617 12.77498 4.25322
Br -11.71853 12.62643 4.89422
Br -14.02472 14.69377 4.06263
Br -14.91358 11.88765 5.53480
H -13.71491 12.24928 3.29962
*
```

Let us look at the Löwdin charges, expressed in e, one per atom:
1 C -0.153
2 C -0.135
3 C -0.049
4 C -0.204
5 C -0.098
6 C -0.128
7 N -0.453
8 O -0.070
9 O -0.132
10 H 0.075
11 H 0.086
12 H 0.099
13 H 0.043
14 H 0.038
15 C -0.061
16 C -0.266
17 O 0.009
18 C -0.476
19 O 0.113
20 O -0.015
21 C -0.065
22 H 0.073
23 H 0.005
24 H 0.077
25 H 0.116
26 H 0.134
27 H 0.099
28 H 0.097
29 H 0.089
30 C -1.527
31 Br 0.571
32 Br 0.542
33 Br 0.581
34 H -0.099
35 C -1.426
36 Br 0.458
37 Br 0.533
38 Br 0.547
39 H -0.029



7.
C2HClN2O2 | the ωB97M-V functional and the def2-TZVPD basis

electronic energy: -796.9067 Eh
energy relative to the best compared isomer or geometry (same formula, charge and spin): 56.0 kcal/mol

ORCA input file:
```
! wB97M-V def2-TZVPD RIJCOSX def2/J DEFGRID3
* xyz 0 1
C 0.13646 -0.56830 0.13140
C 1.59293 1.63240 -0.17084
N -1.03592 -0.83149 0.26496
N -2.19734 -0.78375 0.66780
O 1.94361 1.51965 0.90789
O 1.23291 1.72923 -1.24598
Cl 1.23984 -1.78190 -0.46434
H -2.91249 -0.91585 -0.09089
*
```

Let us look at the Löwdin charges, expressed in e, one per atom:
1 C -0.501
2 C -0.532
3 N -0.191
4 N 0.109
5 O 0.202
6 O 0.203
7 Cl 0.611
8 H 0.098



8.
C26H44N3O13 | the ωB97M-V functional and the def2-TZVPD basis

<S²>: 0.76
electronic energy: -2159.1398 Eh

ORCA input file:
```
! wB97M-V def2-TZVPD RIJCOSX def2/J DEFGRID3
* xyz 0 2
C 9.19808 -28.61580 4.23845
C 8.38059 -28.58685 5.53399
O 8.84784 -27.85411 6.47879
O 7.36039 -29.32601 5.67915
H 10.00238 -29.35145 4.24226
H 9.56464 -27.60618 4.05296
H 8.55192 -29.06173 3.48232
C 10.56977 -24.95071 9.63901
C 9.77883 -26.24090 9.36976
C 10.57111 -27.38290 9.94322
O 9.88230 -28.61468 10.05397
C 10.41953 -29.52593 10.97143
N 8.53365 -26.15006 9.97946
H 11.45855 -24.94261 9.00804
H 10.82336 -24.70575 10.67041
H 10.01769 -24.06227 9.33248
H 9.78807 -26.28197 8.28057
H 11.08530 -27.19522 10.88582
H 11.53863 -27.47558 9.44984
H 9.90369 -30.48563 10.94004
H 10.36888 -29.02721 11.93932
H 11.46345 -29.60509 10.66803
H 8.19605 -25.19816 9.98297
H 8.89112 -26.25993 10.91768
C 6.01092 -33.40165 8.15609
C 6.74296 -32.10551 8.50530
C 8.26296 -32.03727 8.14040
O 8.90878 -30.70638 8.16669
C 10.33383 -30.79171 7.76354
N 6.13411 -31.05079 7.70359
H 4.94262 -33.26622 8.32486
H 6.34768 -34.23057 8.77865
H 6.16496 -33.81916 7.16108
H 6.58297 -31.79765 9.53860
H 8.42421 -32.52547 7.17928
H 8.67410 -32.78039 8.82365
H 10.79540 -31.50062 8.45092
H 10.85832 -29.88721 8.07159
H 10.56183 -30.95287 6.70991
H 6.59465 -31.04236 6.80474
H 5.34297 -31.58231 7.36940
C 6.15265 -27.05634 2.64950
C 6.95511 -25.87248 3.32545
C 7.79469 -25.18078 2.21179
O 8.79935 -26.02821 1.77344
C 9.67446 -25.44242 0.75100
N 5.90949 -24.95310 3.84676
H 6.85142 -27.69530 2.10955
H 5.33898 -26.69017 2.02344
H 5.83892 -27.63892 3.51568
H 7.50810 -26.43135 4.08041
H 8.30294 -24.35881 2.71592
H 7.20639 -24.87159 1.34784
H 10.28515 -26.19637 0.25431
H 10.41911 -24.75243 1.14789
H 9.07058 -24.82723 0.08394
H 4.97852 -25.25720 3.59991
H 5.94124 -24.01664 3.46976
C 9.40057 -33.31286 1.78737
C 8.92024 -32.45220 0.87183
C 7.79764 -31.41983 1.06723
O 7.37715 -30.52020 0.33454
C 7.41658 -31.57579 2.52995
C 7.89188 -32.45571 3.44275
C 8.83612 -33.56046 3.05646
O 9.12420 -34.56033 3.65274
O 7.52265 -32.42982 4.76410
O 9.51272 -32.34445 -0.35114
H 10.27688 -33.82766 1.42205
H 6.79208 -30.81533 2.97504
H 7.93185 -33.17042 5.21762
H 9.15803 -31.60704 -0.85317
C 10.36061 -23.62409 4.21825
C 11.50660 -23.49559 3.43229
C 12.80618 -24.21321 3.60112
O 13.83424 -24.09291 2.92909
C 12.62407 -25.20457 4.68846
C 11.56009 -25.43001 5.43810
C 10.28786 -24.69416 5.22475
O 9.15379 -24.82261 5.84070
O 11.54699 -26.35229 6.44188
O 11.49050 -22.58745 2.42265
H 9.46863 -23.03836 4.05179
H 13.46959 -25.72249 5.11656
H 10.66790 -26.70467 6.59885
H 10.61351 -22.21179 2.31605
*
```

Let us look at the Löwdin charges, expressed in e, one per atom:
1 C 0.043
2 C -0.553
3 O 0.054
4 O 0.258
5 H 0.093
6 H 0.085
7 H 0.063
8 C -0.065
9 C -0.474
10 C -0.217
11 O -0.198
12 C -0.104
13 N 0.072
14 H 0.071
15 H 0.079
16 H 0.076
17 H 0.097
18 H 0.116
19 H 0.123
20 H 0.092
21 H 0.088
22 H 0.085
23 H 0.078
24 H 0.080
25 C -0.067
26 C -0.404
27 C -0.166
28 O -0.181
29 C -0.071
30 N 0.041
31 H 0.083
32 H 0.074
33 H 0.074
34 H 0.135
35 H 0.093
36 H 0.113
37 H 0.081
38 H 0.070
39 H 0.079
40 H 0.020
41 H 0.048
42 C -0.056
43 C -0.361
44 C -0.232
45 O -0.197
46 C -0.044
47 N 0.043
48 H 0.060
49 H 0.078
50 H 0.070
51 H 0.100
52 H 0.094
53 H 0.129
54 H 0.090
55 H 0.062
56 H 0.085
57 H 0.054
58 H 0.060
59 C 0.048
60 C -0.193
61 C -0.256
62 O 0.108
63 C 0.064
64 C -0.194
65 C -0.361
66 O 0.149
67 O 0.072
68 O 0.086
69 H 0.145
70 H 0.118
71 H 0.089
72 H 0.107
73 C 0.056
74 C -0.203
75 C -0.286
76 O 0.125
77 C 0.068
78 C -0.239
79 C -0.247
80 O 0.060
81 O 0.078
82 O 0.079
83 H 0.121
84 H 0.137
85 H 0.058
86 H 0.113